Formula: C74H84BF3I2N2O3P
Source: OMol25
Level of theory: ωB97M-V/def2-TZVPD

Its total charge is +1. Its multiplicity is 1. The calculation puts the total energy at -4465.99268 Ha. Its HOMO-LUMO gap is 7.13 eV. For the HOMO energy, the calculation gives -10.525 eV.

```
170
Properties=species:S:1:pos:R:3:forces:R:3:lowdin_charge:R:1
C -4.28394 4.06247 -1.73749 0.1 0.6 0.0 -0.081
C -3.11764 3.36713 -0.81306 -0.5 1.1 0.0 -0.094
B -2.91785 1.85075 -1.24409 -3.8 1.3 0.9 -0.463
O -4.21705 1.16253 -1.34199 3.0 0.5 -1.1 0.054
N -1.65563 1.01520 -1.51939 -1.0 -0.9 0.2 -0.102
P -2.23889 -0.64891 -1.00550 -1.7 -3.2 3.9 0.886
O -2.74363 -0.72500 0.42590 1.3 1.1 -2.8 -0.347
C -1.61227 0.98801 -3.02439 -0.4 1.3 -4.1 -0.203
C -1.33066 -0.36103 -3.80987 -0.2 -0.9 -2.0 -0.158
C -2.65850 -0.96579 -4.55937 0.6 -0.7 -0.6 -0.283
C -2.63031 -2.59760 -4.55791 0.7 0.6 -0.1 -0.589
I -4.59632 -3.31604 -3.87303 0.9 0.2 -0.6 0.800
C -0.81307 2.25851 -3.68541 1.1 1.2 0.9 -0.223
C -1.81338 3.37819 -4.28159 0.3 0.1 -1.3 -0.115
C -1.71995 3.28618 -5.91113 -0.6 -0.4 0.2 -0.395
C -2.83022 4.16611 -6.66072 0.8 -0.9 0.3 -0.041
O -0.42606 3.69762 -6.42497 -0.6 -1.3 0.7 -0.091
C 0.21978 2.88297 -2.57124 -2.5 -0.4 1.3 -0.610
I 1.35424 4.56540 -3.28291 -0.1 -0.5 0.0 1.010
C 0.89728 1.72757 -1.63306 0.3 0.0 -1.4 -0.273
C 2.16866 2.23098 -0.81308 2.7 0.0 1.0 -0.122
C 3.31533 1.11504 -0.52056 2.8 -3.1 0.6 -0.160
C 4.61724 1.06573 -1.41440 -0.5 -1.6 2.0 -0.030
C 5.74369 0.02724 -1.25242 -2.8 0.2 1.8 -0.055
C 5.64602 -1.09424 -0.16514 -3.3 3.5 -0.7 -0.055
C 4.38231 -1.04756 0.73903 0.8 1.7 -2.5 -0.066
C 3.24858 0.03068 0.56468 2.7 -0.3 -2.0 -0.038
C 1.54464 0.51014 -2.51065 0.0 -1.2 -1.5 -0.088
C 1.50199 -0.99703 -2.04034 2.3 1.5 -4.2 -0.009
C 2.19112 -1.97800 -3.00136 -0.9 4.5 0.4 -0.004
C 2.79628 -1.33346 -4.25841 -0.2 -0.7 0.7 -0.108
N 2.87539 0.00394 -4.68840 -2.4 -1.2 4.4 0.035
C 2.24662 0.95125 -3.81342 -0.3 -3.4 1.1 -0.060
C -0.41072 1.26525 -0.75464 3.8 -1.8 2.1 -0.098
C -0.50233 1.99854 0.67240 0.3 0.8 3.6 -0.328
F -0.32087 3.39545 0.64932 -0.4 -3.1 -0.3 0.097
F -1.62387 1.73479 1.47933 1.4 0.7 -2.7 0.097
F 0.50861 1.47236 1.56985 -1.6 1.2 -2.9 0.051
H -4.64177 3.39113 -2.58582 0.3 0.9 1.2 0.062
H -5.18147 4.37487 -1.08463 1.5 -0.6 -1.2 0.100
H -3.85761 5.01282 -2.23320 -0.7 -1.5 0.9 0.085
H -2.25100 4.08496 -0.80199 -0.7 -1.0 0.1 0.093
H -3.56884 3.37332 0.25550 0.9 -0.3 -1.6 0.151
H -4.55416 1.21843 -2.26227 -0.1 -0.1 0.9 0.115
H -3.24142 -1.16879 -1.87796 0.7 0.8 -0.3 0.050
H -1.11080 -1.55821 -1.11218 -0.4 1.2 -0.5 0.068
H -2.68784 1.21585 -3.41257 1.6 -0.3 1.2 0.142
H -0.63644 -0.11105 -4.70307 -0.8 -0.3 1.9 0.133
H -0.84607 -1.24074 -3.30271 -0.3 1.3 -0.1 0.069
H -2.62279 -0.68337 -5.68096 -0.2 -0.1 1.9 0.120
H -3.63352 -0.58095 -4.11233 1.3 -0.5 -0.6 0.056
H -1.87521 -3.02852 -3.82008 -1.1 0.7 -0.8 0.044
H -2.34377 -3.02267 -5.59122 -0.9 0.7 1.7 0.073
H -0.14272 1.95842 -4.55651 -1.1 -0.2 1.3 0.105
H -1.54985 4.44924 -3.99423 -0.2 -1.5 -0.2 0.102
H -2.91344 3.22352 -4.03133 1.4 0.0 -0.1 0.098
H -1.81626 2.15297 -6.14325 -0.3 1.7 0.2 0.146
H -2.99576 3.68038 -7.69270 0.2 1.1 1.6 0.097
H -2.39868 5.22779 -6.76620 -0.9 -1.6 0.2 0.105
H -3.78995 4.12683 -6.04746 1.2 0.3 -1.0 0.080
H 0.08836 2.86674 -6.53351 -0.2 1.1 -0.1 0.081
H -0.50346 3.42906 -1.84476 1.4 -0.8 -1.1 0.062
H 2.82238 2.98975 -1.40164 -1.7 -1.2 0.5 0.076
H 2.00582 2.76556 0.17261 -0.3 -0.7 -1.2 0.120
H 4.70459 1.87600 -2.23177 0.0 -1.5 1.4 0.102
H 6.64303 0.12633 -1.96466 -1.6 -0.3 1.4 0.098
H 6.47566 -1.86768 -0.09009 -1.4 1.1 0.1 0.094
H 4.28649 -1.86617 1.53879 0.0 1.5 -1.3 0.097
H 2.35957 -0.06700 1.25873 1.2 0.3 -0.9 0.081
H 1.04167 -1.33291 -1.06197 0.8 0.5 -1.4 0.088
H 2.22090 -3.09012 -2.74850 0.1 1.8 -0.7 0.111
H 3.28173 -2.08653 -4.98750 -0.8 1.4 1.2 0.117
H 2.35217 2.02257 -4.19471 -0.4 -1.6 1.0 0.072
H -0.08245 0.22568 -0.34636 -0.5 1.6 -0.6 0.134
C 6.10363 0.40977 3.46875 0.2 0.1 0.0 -0.111
C 4.83199 0.57930 3.99906 -0.1 0.0 0.0 -0.108
C 4.64306 1.36542 5.12769 0.1 0.1 0.1 -0.099
C 5.73099 1.99485 5.72629 0.1 -0.1 -0.1 -0.094
C 7.00781 1.83006 5.19350 -0.1 -0.1 0.0 -0.087
C 7.19525 1.03310 4.06592 -0.1 0.1 0.1 -0.091
H 6.24537 -0.20875 2.58903 0.0 0.1 0.1 0.080
H 3.98180 0.09450 3.52964 0.1 0.0 0.0 0.087
H 3.64743 1.48773 5.54111 0.1 0.0 0.0 0.098
H 5.58446 2.61277 6.60605 0.0 0.0 -0.1 0.101
H 7.85667 2.32154 5.65772 -0.1 -0.1 0.0 0.103
H 8.18988 0.89949 3.65380 -0.1 0.0 0.0 0.103
C 3.49081 0.16775 -7.74608 0.1 -0.1 -0.1 -0.103
C 4.34106 0.21269 -8.84665 -0.2 0.0 -0.1 -0.086
C 3.86146 0.64168 -10.08077 -0.1 0.0 0.1 -0.088
C 2.53296 1.03525 -10.21213 0.0 0.0 0.0 -0.092
C 1.68349 0.99380 -9.11086 0.0 0.0 0.0 -0.103
C 2.16098 0.55605 -7.87889 0.1 0.1 -0.2 -0.115
H 3.86299 -0.16924 -6.78627 -0.1 0.1 -0.1 0.066
H 5.37855 -0.08761 -8.74277 -0.1 0.0 0.0 0.103
H 4.52291 0.67031 -10.93996 -0.1 0.0 0.1 0.104
H 2.16031 1.37420 -11.17286 0.0 0.0 0.1 0.103
H 0.64766 1.30232 -9.21330 0.1 0.0 0.0 0.095
H 1.49701 0.51830 -7.02077 0.1 0.0 0.0 0.068
C 7.67599 -4.11528 3.68799 -0.1 0.0 0.0 -0.093
C 7.09657 -2.93488 4.14365 0.0 -0.1 0.0 -0.092
C 5.79385 -2.94248 4.63472 0.0 -0.1 0.0 -0.095
C 5.07439 -4.13352 4.67876 0.1 0.0 -0.1 -0.098
C 5.65554 -5.31448 4.22636 0.0 0.0 0.0 -0.096
C 6.95438 -5.30508 3.72707 0.0 0.1 0.0 -0.096
H 8.69010 -4.10852 3.30227 -0.1 0.0 0.0 0.101
H 7.66011 -2.00794 4.11543 -0.1 -0.1 0.0 0.092
H 5.33965 -2.02093 4.98382 0.0 -0.1 0.0 0.082
H 4.06063 -4.14060 5.06604 0.1 0.0 0.0 0.094
H 5.09503 -6.24310 4.26238 0.1 0.1 0.0 0.101
H 7.40499 -6.22473 3.36963 0.0 0.1 0.0 0.101
C 4.03130 -1.28388 7.90856 0.0 0.0 0.0 -0.093
C 3.44365 -0.10781 8.36419 -0.1 0.0 0.0 -0.100
C 2.13535 -0.11962 8.83721 0.0 -0.1 0.0 -0.092
C 1.41766 -1.31273 8.86275 0.1 0.0 0.0 -0.109
C 2.00797 -2.49020 8.41121 0.0 0.1 0.0 -0.106
C 3.31321 -2.47466 7.93080 0.0 0.0 0.0 -0.091
H 5.05028 -1.27205 7.53544 -0.1 0.0 0.0 0.100
H 4.00562 0.82044 8.34854 0.0 -0.1 0.0 0.096
H 1.67468 0.79891 9.18501 0.0 -0.1 0.0 0.103
H 0.39831 -1.32387 9.23440 0.1 0.0 0.0 0.104
H 1.44920 -3.42052 8.43230 0.1 0.1 0.0 0.101
H 3.77117 -3.39093 7.57340 0.0 0.1 0.0 0.094
C -2.16319 -2.67771 5.76138 0.1 0.1 -0.1 -0.085
C -2.79874 -2.11292 4.65891 0.0 0.0 0.0 -0.090
C -2.23198 -1.01811 4.01292 0.0 0.0 0.0 -0.097
C -1.02376 -0.49372 4.46349 0.0 -0.1 0.0 -0.096
C -0.38633 -1.06078 5.56303 0.0 0.0 0.0 -0.086
C -0.95749 -2.14968 6.21482 -0.1 0.0 -0.1 -0.087
H -2.60697 -3.52912 6.26668 0.0 0.1 0.0 0.104
H -3.73733 -2.52634 4.30356 0.1 0.0 0.0 0.092
H -2.73109 -0.57405 3.15759 0.0 -0.1 0.0 0.082
H -0.57914 0.35700 3.95693 0.0 0.0 0.1 0.085
H 0.55699 -0.65305 5.91339 -0.1 -0.1 0.0 0.096
H -0.46238 -2.58693 7.07447 0.0 0.1 -0.1 0.078
C -3.16133 -4.51920 -0.54123 0.1 0.0 0.1 -0.135
C -3.09269 -5.86073 -0.90453 0.0 0.0 0.0 -0.099
C -2.19834 -6.71134 -0.26196 0.0 0.1 0.0 -0.086
C -1.37850 -6.22239 0.75178 -0.1 0.1 -0.1 -0.087
C -1.44934 -4.88183 1.11813 0.0 -0.1 -0.1 -0.087
C -2.33735 -4.02839 0.46935 0.1 0.0 -0.1 -0.111
H -3.85712 -3.85555 -1.04544 0.0 -0.1 0.1 0.019
H -3.73649 -6.24356 -1.68995 0.0 0.0 0.1 0.096
H -2.14047 -7.75552 -0.54991 0.0 0.1 0.0 0.105
H -0.68493 -6.88695 1.25593 -0.1 0.1 0.0 0.104
H -0.81159 -4.50139 1.90977 -0.1 0.0 0.0 0.104
H -2.38896 -2.98198 0.75200 -0.1 -0.1 0.1 0.061
C -6.52622 9.38769 -1.39057 0.1 -0.1 0.0 -0.089
C -5.63626 9.77664 -2.38697 0.0 0.0 0.1 -0.090
C -4.38330 9.17808 -2.47442 0.0 -0.1 0.0 -0.096
C -4.02365 8.18266 -1.57060 -0.1 0.0 0.0 -0.113
C -4.91557 7.79097 -0.57601 0.0 0.0 -0.1 -0.112
C -6.16492 8.39627 -0.48318 0.0 0.0 -0.1 -0.093
H -7.50164 9.85717 -1.32076 0.1 0.0 0.0 0.104
H -5.91926 10.54788 -3.09569 0.0 -0.1 0.1 0.104
H -3.68725 9.48641 -3.24723 -0.1 0.0 0.1 0.101
H -3.04800 7.71228 -1.64165 0.0 0.1 0.0 0.093
H -4.63577 7.01349 0.12813 0.0 0.1 0.0 0.094
H -6.85755 8.09489 0.29523 0.1 0.0 -0.1 0.102
C -7.75531 -6.18965 4.08389 0.0 0.1 0.0 -0.094
C -6.67168 -6.17848 3.21112 0.0 0.1 0.0 -0.096
C -6.13004 -4.96844 2.78878 0.0 0.0 0.1 -0.098
C -6.66658 -3.76865 3.24748 0.0 -0.1 0.0 -0.106
C -7.74782 -3.77991 4.12319 0.0 0.0 0.0 -0.097
C -8.29519 -4.98992 4.53821 0.1 0.0 -0.1 -0.095
H -8.17952 -7.13327 4.41035 0.0 0.1 0.0 0.102
H -6.24929 -7.11398 2.85904 0.0 0.1 0.0 0.101
H -5.28908 -4.95984 2.10285 0.0 0.0 0.1 0.090
H -6.24112 -2.82486 2.92193 0.0 -0.1 0.0 0.094
H -8.16482 -2.84445 4.48195 0.0 -0.1 0.0 0.100
H -9.14148 -4.99841 5.21654 0.1 0.0 0.0 0.102
```
Positions in Å, forces in eV/Å.